The following is a DFT calculation (ωB97M-V with the def2-TZVPD basis set) of a 2-piece molecular cluster, CH3BrOS overall at a distorted geometry.

Summary:
* largest force on an atom: 6.0 eV Å⁻¹
* multiplicity: 1
* E: -84007.2129 eV
* HOMO-LUMO gap: 0.3270 Ha

CARTESIAN COORDINATES (ANGSTROEM)
C  -0.762  0.245  0.189
O  1.361  -1.351  -0.538
S  0.889  -0.514  0.549
Br  2.277  1.275  0.079
H  -1.312  0.108  1.068
H  -1.725  -0.721  -0.801
H  -0.728  0.958  -0.546

Forces on atoms 1 to 2 (eV/Å):
-0.66 -5.29 -2.66
-0.64 -0.90 -0.12



The following is a DFT calculation (ωB97M-V with the def2-TZVPD basis set) of C30H35F3N3O3PRe as an isolated structure at a distorted geometry.

Summary:
* largest force on an atom: 2.0 eV Å⁻¹
* multiplicity: 2
* E: -61845.0092 eV
* expectation value of S²: 0.7735
* HOMO-LUMO gap (alpha / beta): 0.1911 / 0.2039 Ha
* charge: +2

CARTESIAN COORDINATES (ANGSTROEM)
Re  0.466  0.750  -0.077
C  1.027  5.154  -0.419
C  0.504  3.776  -0.256
N  1.245  2.732  -0.103
N  2.591  2.916  -0.013
C  3.138  1.783  0.291
O  2.383  0.698  0.465
C  4.574  1.651  0.456
C  5.109  0.415  0.819
C  6.478  0.258  0.904
C  7.314  1.330  0.622
C  6.781  2.572  0.286
C  5.415  2.739  0.210
C  -0.900  3.464  -0.176
C  -1.863  4.439  -0.243
C  -3.198  4.103  -0.060
C  -3.512  2.784  0.196
C  -2.504  1.849  0.228
N  -1.199  2.142  0.031
H  2.108  5.144  -0.475
H  0.724  5.775  0.430
H  0.619  5.608  -1.325
H  4.451  -0.418  1.038
H  6.896  -0.699  1.190
H  8.389  1.199  0.665
H  7.438  3.407  0.079
H  4.993  3.703  -0.042
H  -1.560  5.463  -0.413
H  -3.969  4.865  -0.095
H  -4.530  2.467  0.383
H  -2.749  0.839  0.424
C  -0.613  -2.763  -2.158
C  -0.876  -3.010  -0.660
C  0.316  -3.696  0.046
C  -2.109  -3.934  -0.595
P  -1.296  -1.356  0.187
C  -2.823  -0.954  -0.710
C  -2.684  -0.305  -1.943
C  -3.789  -0.064  -2.742
C  -5.052  -0.464  -2.313
C  -5.202  -1.105  -1.091
C  -4.090  -1.358  -0.293
C  -1.521  -1.487  2.065
C  -2.125  -2.824  2.511
C  -0.138  -1.351  2.725
C  -2.411  -0.338  2.552
H  -0.250  -3.701  -2.585
H  0.135  -2.004  -2.367
H  -1.533  -2.500  -2.679
H  0.903  -4.254  -0.688
H  -0.031  -4.409  0.794
H  0.998  -3.011  0.544
H  -1.801  -4.874  -1.065
H  -2.950  -3.548  -1.168
H  -2.438  -4.170  0.410
H  -1.702  0.016  -2.278
H  -3.670  0.426  -3.702
H  -5.918  -0.280  -2.938
H  -6.183  -1.424  -0.759
H  -4.222  -1.878  0.648
H  -1.508  -3.673  2.233
H  -3.140  -2.976  2.142
H  -2.180  -2.810  3.603
H  0.517  -2.193  2.499
H  -0.280  -1.323  3.808
H  0.373  -0.436  2.446
H  -3.382  -0.303  2.055
H  -1.914  0.632  2.454
H  -2.602  -0.491  3.618
F  4.724  -1.122  -1.763
C  3.423  -1.056  -1.879
F  2.895  -1.866  0.333
F  3.097  -0.157  -2.804
C  2.478  -1.382  -0.829
O  2.719  -2.252  -1.919
O  1.197  -0.871  -0.768

Forces on atoms 1 to 2 (eV/Å):
1.11 -1.59 0.22
-0.09 0.12 0.07



The following is a DFT calculation (ωB97M-V with the def2-TZVPD basis set) of an isolated ion of composition C4H9N4OSi and charge -1 at a distorted geometry.

Summary:
* largest force on an atom: 2.4 eV Å⁻¹
* SMILES: C[Si](C)(C)/N=N\C(=O)N=[N-]
* multiplicity: 1
* E: -20177.2391 eV
* HOMO-LUMO gap (alpha / beta): 0.2417 / 0.2342 Ha
* charge: -1

CARTESIAN COORDINATES (ANGSTROEM)
C  4.159  0.188  0.569
C  0.482  0.244  -1.575
C  -1.033  1.399  0.717
C  0.360  -1.461  0.929
N  3.799  -0.970  -0.218
N  3.173  0.953  1.024
N  1.935  1.132  0.809
N  3.099  -1.681  -0.796
O  5.348  0.468  0.748
Si  0.510  0.386  0.304
H  -0.593  0.328  -1.982
H  1.287  1.002  -1.953
H  0.900  -0.782  -1.940
H  -1.953  1.009  0.163
H  -1.434  1.248  1.787
H  -0.945  2.464  0.446
H  0.282  -2.159  0.005
H  1.303  -1.772  1.306
H  -0.361  -1.540  1.763

Forces on atoms 1 to 2 (eV/Å):
0.45 0.22 -0.50
0.75 -0.67 -1.60



The following is a DFT calculation (ωB97M-V with the def2-TZVPD basis set) of C16H16I2N2O4STi as an isolated structure.

Summary:
* largest force on an atom: 0.8 eV Å⁻¹
* multiplicity: 1
* E: -78178.4959 eV
* HOMO-LUMO gap: 0.2578 Ha

CARTESIAN COORDINATES (ANGSTROEM)
Ti  -0.146  -0.688  -1.640
O  3.286  0.172  2.611
C  3.988  0.462  1.499
C  5.294  0.922  1.663
C  6.064  1.224  0.559
C  5.557  1.076  -0.731
C  4.266  0.622  -0.898
C  3.466  0.313  0.206
C  2.095  -0.159  -0.009
O  1.676  -0.258  -1.240
N  1.319  -0.461  0.994
N  0.087  -0.885  0.486
C  -0.754  -1.272  1.371
C  -2.084  -1.767  1.071
C  -2.853  -2.313  2.100
C  -4.106  -2.837  1.835
C  -4.592  -2.817  0.532
C  -3.851  -2.273  -0.505
C  -2.596  -1.737  -0.238
O  -1.885  -1.201  -1.229
H  2.410  -0.174  2.343
H  5.679  1.025  2.668
H  7.077  1.579  0.702
H  6.167  1.311  -1.593
H  3.844  0.496  -1.885
H  -0.449  -1.256  2.414
H  -2.457  -2.334  3.108
H  -4.696  -3.267  2.632
H  -5.566  -3.238  0.317
H  -4.222  -2.265  -1.521
C  -3.067  1.781  -1.944
S  -1.968  1.723  -0.538
C  -1.717  3.469  -0.295
O  -0.616  1.288  -1.106
H  -2.565  2.296  -2.762
H  -3.982  2.287  -1.639
H  -3.270  0.752  -2.231
H  -2.671  3.916  -0.015
H  -1.328  3.908  -1.212
H  -1.002  3.589  0.516
I  0.490  -3.229  -2.206
I  -0.324  0.219  -4.187

Forces on atoms 1 to 2 (eV/Å):
0.12 -0.53 -0.64
0.23 0.08 0.02



The following is a DFT calculation (ωB97M-V with the def2-TZVPD basis set) of C12H18N4PSV as an isolated structure at a distorted geometry.

Summary:
* largest force on an atom: 6.2 eV Å⁻¹
* multiplicity: 2
* E: -64475.6633 eV
* expectation value of S²: 0.8086
* HOMO-LUMO gap (alpha / beta): 0.2196 / 0.2133 Ha
* charge: +3

CARTESIAN COORDINATES (ANGSTROEM)
V  5.845  6.616  10.662
C  4.567  5.657  12.302
C  3.839  6.329  11.276
C  4.194  7.719  11.376
C  5.211  7.853  12.358
C  5.442  6.545  12.935
H  4.569  4.594  12.415
H  3.209  5.818  10.567
H  3.753  8.478  10.741
H  5.782  8.720  12.652
H  6.231  6.291  13.590
S  8.633  3.294  11.150
C  8.059  4.820  11.016
N  7.765  5.999  10.870
C  5.398  7.382  5.369
N  5.287  8.592  6.236
C  6.688  9.229  6.206
N  7.723  8.301  6.624
C  7.704  7.111  5.756
N  6.394  6.458  5.833
C  6.113  5.899  7.144
P  5.958  7.193  8.484
C  4.775  8.367  7.649
C  7.616  7.937  8.002
H  5.720  7.682  4.337
H  4.439  6.868  5.302
H  4.707  9.255  5.752
H  6.703  10.190  6.800
H  6.869  9.515  5.139
H  8.410  6.379  6.165
H  7.870  7.276  4.675
H  6.947  5.208  7.445
H  5.199  5.253  7.051
H  4.788  9.333  8.104
H  3.711  8.084  7.626
H  8.423  7.289  8.255
H  7.626  8.875  8.561

Forces on atoms 1 to 2 (eV/Å):
4.67 -2.52 3.12
0.47 -0.20 -0.56